## A
9
Properties=species:S:1:pos:R:3:lowdin_charge:R:1 method="wB97M-V/def2-TZVPD" e_homo_ev=-8.59 charge=0 lumo_ev=-0.3
H 0.23 -2.23 0.03 -0.03
O -1.12 2.01 -0.35 -0.57
H -1.12 -1.70 -0.43 0.03
I 2.94 -0.55 0.08 0.33
C -0.28 -1.32 0.17 -0.43
S 0.38 1.79 0.40 0.43
P 0.70 0.06 -0.73 0.15
H -1.19 2.98 -0.40 0.03
H -0.54 -1.03 1.23 0.05


## B
9
Properties=species:S:1:pos:R:3:lowdin_charge:R:1 method="wB97M-V/def2-TZVPD" e_homo_ev="-8.40 / -8.40" charge=0 lumo_ev="-1.2 / -1.2"
C 0.35 1.79 0.23 -0.55
I -2.51 0.35 0.13 0.30
P -0.29 0.47 -0.87 0.31
H 1.44 1.56 0.37 0.03
O -0.12 -3.11 -0.36 -0.65
H -0.12 1.49 1.17 -0.04
H 0.22 2.93 -0.03 0.09
S 0.63 -1.89 0.43 0.45
H 0.39 -3.59 -1.07 0.06


A is the most stable structure; the next one sits 135.0 kJ/mol above it.


## A
71
Properties=species:S:1:pos:R:3:lowdin_charge:R:1 method="wB97M-V/def2-TZVPD" e_homo_ev=-14.66 charge=+3 lumo_ev=-11.1
C -0.10 -0.72 -3.22 -0.22
H 3.54 1.56 0.04 0.12
H -4.50 1.66 -0.07 0.07
O -2.84 2.57 -1.85 -0.05
H 1.68 -3.27 2.59 0.04
P 1.82 -2.58 0.26 0.72
H -2.59 0.15 -1.31 0.05
H 4.07 -2.61 1.30 0.03
H -5.92 3.24 1.28 0.11
H 2.99 1.37 -2.38 0.05
C 1.29 -3.67 1.64 -0.24
H 3.80 -3.96 0.15 0.08
C 0.05 2.02 -2.48 -0.25
C 4.93 -1.73 3.95 -0.13
H -2.57 0.96 0.26 0.02
H 1.16 0.66 3.32 0.09
H 6.59 -0.05 2.67 0.16
C 2.42 0.57 -2.87 -0.25
H -2.31 3.17 -2.43 0.11
H 1.98 -4.59 -1.07 0.07
H -1.68 -2.60 -1.57 0.04
C -4.02 3.18 -1.51 -0.31
H 1.88 -3.15 -2.10 0.05
H -3.41 -1.82 1.88 0.08
Lu 0.85 0.08 0.56 1.24
H -1.38 1.75 1.89 0.09
H 2.27 0.82 -3.93 0.08
H 0.40 -3.79 -1.33 0.03
C -5.52 3.56 0.31 -0.07
H 0.04 2.18 -3.57 0.09
H -3.05 -2.88 -0.46 0.08
H 5.92 1.55 0.78 0.14
C 3.27 -0.66 2.52 -0.13
H -1.85 -2.47 2.51 0.06
H 4.11 -2.31 -0.46 0.06
C 3.62 -2.89 0.33 -0.24
C 0.18 0.57 2.85 -0.11
C -4.69 2.68 -0.40 -0.04
H 0.09 -0.39 -4.25 0.08
C -4.45 4.34 -2.18 -0.01
H -5.70 6.07 -1.98 0.12
N 2.94 0.13 1.45 -0.16
N 5.24 -2.55 4.73 0.24
C 3.88 0.92 0.86 -0.09
H -1.45 -3.58 -0.09 0.04
P 0.79 0.41 -2.10 0.68
H 0.58 2.85 -1.99 0.07
C -1.97 -2.72 -0.52 -0.24
C -2.72 -0.01 -0.23 -0.27
P -1.54 -1.23 0.45 0.70
C -2.34 -1.60 2.05 -0.24
H 1.71 -4.68 1.49 0.08
C 1.48 -3.63 -1.20 -0.25
H -3.75 -0.35 -0.03 0.08
H 0.20 -3.73 1.70 0.03
H 2.44 -1.21 3.00 0.12
C 5.20 0.90 1.29 0.02
C -0.31 1.58 2.05 -0.10
C -5.81 4.82 -0.22 -0.07
H -2.26 -0.74 2.73 0.04
C -5.36 5.16 -1.50 -0.06
H -0.43 -0.23 3.28 0.08
H -1.18 -0.72 -3.04 0.05
H -4.05 4.58 -3.17 0.13
H 0.34 2.40 1.69 0.11
H -0.98 1.96 -2.10 0.00
H 0.29 -1.75 -3.12 0.04
H -6.41 5.52 0.36 0.12
H 2.96 -0.38 -2.79 0.05
C 5.57 0.06 2.33 0.07
C 4.59 -0.74 2.94 -0.18


## B
71
Properties=species:S:1:pos:R:3:lowdin_charge:R:1 method="wB97M-V/def2-TZVPD" e_homo_ev=-14.85 charge=+3 lumo_ev=-10.9
H -2.04 0.79 -1.94 -0.01
H 2.64 1.59 -1.70 0.05
C 3.60 -0.01 2.25 -0.25
H 3.65 2.91 2.07 0.07
C -1.46 1.07 5.02 0.03
H 1.16 2.32 4.03 0.05
H -0.20 -2.53 -4.18 0.09
H -0.68 -2.88 2.03 0.08
H -1.97 1.95 5.42 0.15
H -2.40 0.08 -3.31 0.09
P 1.80 -0.55 -0.93 0.69
H -1.28 3.68 1.58 0.05
C -2.81 -3.40 -6.21 -0.07
H -1.39 -2.26 -0.98 0.09
C 2.68 -2.15 -0.88 -0.23
H -3.77 -0.28 -5.15 0.12
C -2.48 1.56 -1.30 -0.24
C -1.40 -2.17 0.11 -0.09
H 0.86 3.34 -0.83 0.04
H 0.40 -1.94 3.49 0.11
H 0.20 -1.75 5.98 0.16
H -2.85 2.41 -1.90 0.09
C 1.99 1.60 3.90 -0.24
Lu -0.15 -0.19 0.94 1.25
H 3.20 -2.31 -1.84 0.08
H 0.10 -1.49 -2.38 0.01
H -2.82 2.82 1.29 0.05
H 2.06 3.35 1.37 0.05
H -4.49 -2.10 -6.72 0.12
H -2.30 4.11 0.16 0.08
H 0.20 2.46 -2.24 0.05
H 3.52 0.21 -2.42 0.08
C -3.57 -2.22 -6.14 -0.05
C 3.09 0.61 -1.49 -0.24
H -2.36 -1.80 0.50 0.10
H -3.30 1.10 -0.75 0.07
C -0.06 3.04 -1.34 -0.22
C 0.92 -0.77 -2.51 -0.28
H 3.96 -0.36 1.28 0.02
C -0.45 -2.71 0.97 -0.09
P 2.10 1.05 2.14 0.72
C -1.96 3.30 0.81 -0.26
C -1.59 -3.51 -5.53 -0.06
O -1.62 -0.46 -3.59 -0.07
P -1.09 2.05 -0.19 0.70
H 1.96 -2.97 -0.73 0.04
C -3.16 -1.18 -5.29 -0.02
C -0.83 0.15 5.87 -0.16
H 4.40 0.54 2.75 0.08
H -3.18 -4.24 -6.80 0.12
H 2.93 2.08 4.18 0.08
H -0.62 3.94 -1.64 0.08
C -0.21 -0.98 5.32 0.03
C -0.84 0.41 7.29 -0.11
C 2.84 2.57 1.42 -0.25
H 3.22 2.42 0.41 0.03
N -0.84 0.66 8.44 0.26
H 3.41 -2.17 -0.06 0.05
C -1.40 0.87 3.66 -0.10
H 0.49 0.17 -2.88 0.05
C -1.13 -2.45 -4.74 -0.03
C -0.13 -1.11 3.95 -0.13
H -1.00 -4.42 -5.60 0.12
C -1.96 -1.34 -4.58 -0.32
N -0.73 -0.20 3.13 -0.15
H 3.34 -0.90 2.85 0.05
H 1.79 0.76 4.58 0.04
H 3.88 0.72 -0.75 0.04
H 1.62 -1.16 -3.26 0.08
H 0.42 -3.28 0.63 0.08
H -1.89 1.55 2.96 0.10


B is the most stable structure; the next one sits 35.1 kJ/mol above it.


## A
10
Properties=species:S:1:pos:R:3:lowdin_charge:R:1 method="wB97M-V/def2-TZVPD" e_homo_ev=-3.08 charge=-1 lumo_ev=3.8
H 1.07 -0.25 2.40 0.02
H -1.92 1.10 -0.32 0.05
N -0.34 0.35 0.75 -0.60
N -0.66 -0.04 -1.51 -0.08
H 1.34 -1.05 -1.86 0.01
S -1.01 1.04 2.16 0.34
C 0.75 -0.35 0.63 -0.26
O 1.45 -0.85 1.71 -0.04
C -1.03 0.56 -0.39 -0.37
C 0.32 -0.93 -1.40 -0.06


## B
10
Properties=species:S:1:pos:R:3:lowdin_charge:R:1 method="wB97M-V/def2-TZVPD" e_homo_ev=-2.63 charge=-1 lumo_ev=4.0
H -0.84 1.83 0.67 0.01
H 1.03 -2.50 0.55 0.09
H -1.25 2.04 -0.97 0.08
C 0.70 -1.55 0.17 -0.19
S -0.12 0.07 2.35 0.30
N -0.55 1.72 -0.31 0.08
C -0.09 0.45 -0.47 -0.44
C 0.22 -0.45 0.78 -0.81
O 0.70 -1.43 -1.21 -0.15
N 0.20 -0.19 -1.56 0.03


B is the most stable structure; the next one sits 266.9 kJ/mol above it.


## A
7
Properties=species:S:1:pos:R:3:lowdin_charge:R:1 method="wB97M-V/def2-TZVPD" e_homo_ev=-4.81 charge=-1 lumo_ev=3.0
O 0.27 -0.83 -1.18 -0.41
N -2.53 -0.10 -0.07 0.11
O 0.00 1.27 0.04 -0.28
S 2.64 0.31 -0.03 0.18
S 0.77 -0.20 0.03 0.01
O 0.36 -0.85 1.26 -0.41
C -1.51 0.40 -0.04 -0.20


## B
7
Properties=species:S:1:pos:R:3:lowdin_charge:R:1 method="wB97M-V/def2-TZVPD" e_homo_ev=-5.10 charge=-1 lumo_ev=3.4
O 1.91 -0.43 0.16 -0.39
S 1.63 1.97 -1.36 0.20
N -1.83 -1.53 0.19 0.12
S 1.04 0.70 -0.03 0.14
O -0.35 0.01 -0.89 -0.19
O 0.50 1.28 1.17 -0.38
C -1.11 -0.78 -0.30 -0.50


B is the most stable structure; the next one sits 255.5 kJ/mol above it.


## A
18
Properties=species:S:1:pos:R:3:lowdin_charge:R:1 method="wB97M-V/def2-TZVPD" e_homo_ev="-12.04 / -12.04" charge=+1 lumo_ev="-4.5 / -4.5"
H -1.75 -2.55 -0.98 0.09
H -0.29 -1.33 -0.31 -0.04
C 1.98 0.60 0.46 -0.07
O -1.72 1.76 0.79 0.12
H -0.86 2.26 -0.96 0.08
O 0.48 -0.84 -0.56 -0.06
C -1.18 1.52 -0.33 0.02
N -1.75 -1.89 -0.17 0.04
H -1.68 2.54 1.25 0.11
N 2.94 -0.04 -0.21 0.17
H 0.21 0.05 1.24 0.13
H -2.41 -2.41 0.57 0.14
H -1.41 0.50 -0.85 0.12
H -2.24 -1.13 -0.53 -0.01
H 2.31 1.36 1.17 0.15
H 3.86 0.30 -0.13 0.11
H 2.84 -0.94 -0.73 0.16
C 0.65 0.22 0.28 -0.26


## B
18
Properties=species:S:1:pos:R:3:lowdin_charge:R:1 method="wB97M-V/def2-TZVPD" e_homo_ev=-13.52 charge=+1 lumo_ev=-3.2
N -0.77 0.50 -1.12 0.18
H 0.96 -0.43 -0.52 0.17
H -1.16 1.39 -1.38 0.16
H 1.51 1.26 -2.45 0.13
H 0.42 1.00 0.49 0.13
O -0.37 -1.86 1.57 0.08
C -1.70 -1.48 1.72 -0.29
H -0.14 -2.32 2.34 0.08
H -0.72 -0.10 -1.96 0.19
H 2.97 1.57 0.13 0.08
H -2.07 -1.55 2.78 0.17
C 0.59 0.68 -0.53 -0.18
H 1.07 2.58 -1.35 0.12
H -1.37 0.01 -0.42 0.12
O -2.38 -1.18 0.77 0.06
H 3.34 2.36 -1.19 0.08
C 1.49 1.56 -1.37 -0.28
N 2.91 1.48 -0.90 0.00


## C
18
Properties=species:S:1:pos:R:3:lowdin_charge:R:1 method="wB97M-V/def2-TZVPD" e_homo_ev=-14.21 charge=+1 lumo_ev=-3.1
H -0.33 -2.53 -1.74 0.02
H -1.48 1.05 -0.13 0.13
H -0.45 0.57 3.69 0.16
H 0.52 -1.09 0.36 0.13
H 1.79 0.01 0.99 0.16
H -1.37 0.04 -1.72 0.10
N 0.00 -0.07 2.95 0.16
H 1.22 1.53 -0.70 0.23
H -0.39 -2.30 -3.20 0.10
C 0.07 0.55 1.72 -0.55
O -0.15 -1.85 -2.35 -0.04
C -0.88 0.89 -1.15 0.02
H 0.36 -0.98 3.24 0.12
N 0.63 0.64 -0.86 0.06
H -1.02 1.88 -1.59 0.09
O -0.37 1.63 1.54 0.07
H 1.06 0.06 -1.50 0.11
C 0.79 -0.04 0.46 -0.07


B is the most stable structure; the next one sits 56.7 kJ/mol above it.


## A
18
Properties=species:S:1:pos:R:3:lowdin_charge:R:1 method="wB97M-V/def2-TZVPD" e_homo_ev=-13.59 charge=+1 lumo_ev=-3.6
H -0.66 -2.90 -0.69 0.07
H 0.77 2.42 -1.21 0.17
H -0.30 1.62 -2.28 0.18
C 0.48 0.39 -0.70 -0.05
H -0.70 -1.22 2.93 0.10
H 1.28 1.41 -2.34 0.18
H -1.60 -0.56 1.54 0.10
N 0.20 0.41 1.83 0.04
H -0.35 -0.33 -0.81 0.09
H -0.27 -1.46 1.12 0.06
N 0.51 1.52 -1.66 0.20
C -0.58 -0.79 1.94 -0.05
O 1.32 2.02 0.74 0.05
O -0.79 -2.18 -1.34 -0.07
H 0.43 1.02 2.61 0.16
H 1.37 -0.21 -0.89 0.16
H -1.76 -2.15 -1.47 0.08
C 0.65 1.00 0.69 -0.46


## B
18
Properties=species:S:1:pos:R:3:lowdin_charge:R:1 method="wB97M-V/def2-TZVPD" e_homo_ev=-15.08 charge=+1 lumo_ev=-3.1
H -1.16 -0.21 2.06 0.11
N -1.04 -1.05 0.16 -0.07
C -1.80 -0.84 1.43 0.00
H -0.96 -0.13 -0.35 0.11
H -2.01 -1.81 1.92 0.11
C 0.34 -1.66 0.24 -0.01
H 0.32 -2.66 0.75 0.12
H 1.04 -1.04 0.85 0.08
H 1.72 3.10 -1.95 0.10
H 0.81 -1.66 -0.79 0.13
H -2.75 -0.37 1.18 0.11
N 1.76 1.58 -0.32 0.18
O -0.52 1.51 -0.87 0.06
C 0.64 1.82 -1.11 -0.55
H 2.65 1.61 -0.82 0.14
H 1.66 0.78 0.28 0.07
H -1.65 -1.60 -0.49 0.19
O 0.94 2.63 -2.19 0.13


B is the most stable structure; the next one sits 65.0 kJ/mol above it.


## A
9
Properties=species:S:1:pos:R:3:lowdin_charge:R:1 method="wB97M-V/def2-TZVPD" e_homo_ev=-9.46 charge=0 lumo_ev=-0.1
O 2.13 -1.90 1.58 0.20
C 0.31 -0.30 1.76 -0.13
O -0.32 1.87 -1.91 0.00
H -1.48 0.31 -1.49 0.08
H -0.60 0.21 -3.06 0.06
C 1.26 -1.17 1.78 -0.18
F -0.53 -0.03 2.82 -0.01
C -0.86 0.84 -2.24 -0.14
H 0.10 0.17 0.77 0.13


## B
9
Properties=species:S:1:pos:R:3:lowdin_charge:R:1 method="wB97M-V/def2-TZVPD" e_homo_ev=-10.86 charge=0 lumo_ev=0.5
H 2.48 -1.06 -0.78 0.13
F -2.56 1.41 0.81 0.14
C 1.08 0.07 0.49 0.09
H 1.48 0.39 1.32 0.05
H 0.90 -1.02 -1.35 0.04
O -2.32 -0.27 -0.65 0.16
C 1.39 -0.66 -0.53 0.04
C -1.89 0.50 0.12 -0.59
O -0.57 0.64 0.57 -0.05


B is the most stable structure; the next one sits 11.4 kJ/mol above it.


## A
60
Properties=species:S:1:pos:R:3:lowdin_charge:R:1 method="wB97M-V/def2-TZVPD" e_homo_ev=-8.55 charge=0 lumo_ev=0.7
H 0.06 1.13 2.75 0.12
N -4.69 -0.70 1.13 -0.04
H 6.30 2.31 0.64 0.13
N 6.47 -1.79 0.44 -0.17
C -4.31 1.70 1.35 -0.09
O -1.95 1.45 1.30 -0.02
N 5.69 -0.72 0.60 0.11
C 6.09 -3.06 0.99 -0.02
H -5.59 0.23 -3.42 0.09
C 5.73 1.66 -0.04 -0.12
H -5.48 0.43 2.66 0.12
H -6.82 1.29 -2.69 0.09
C 7.52 -0.16 -0.57 0.02
H 8.23 0.42 -1.12 0.11
C 1.65 1.63 1.40 -0.02
N 4.34 1.63 0.36 0.07
H -4.16 2.50 2.07 0.12
O -6.87 -0.95 1.60 0.06
H -5.18 1.93 0.73 0.13
H -4.96 -1.74 -2.03 0.12
H -6.64 -2.23 -2.30 0.12
C -0.70 1.67 0.83 -0.25
H 5.13 -2.92 1.48 0.09
C 0.96 2.30 -0.79 -0.01
H 4.09 0.88 0.98 0.11
H -7.30 -0.26 -3.42 0.09
H -5.32 -3.06 -0.10 0.12
C -3.08 1.59 0.45 -0.32
C -5.91 -1.23 0.90 -0.46
C -6.52 0.26 -2.85 -0.11
O -6.37 -0.31 -1.57 -0.20
H 5.99 -3.80 0.20 0.09
H 5.78 2.09 -1.04 0.13
C -4.55 0.38 2.08 -0.12
C 3.38 2.29 -0.34 -0.45
C 1.98 2.05 0.12 -0.14
C -3.23 0.39 -0.49 -0.09
C -0.37 2.10 -0.45 -0.01
H 2.41 1.47 2.15 0.11
C -3.50 -0.87 0.33 -0.13
C 6.30 0.28 -0.02 -0.28
H 1.22 2.65 -1.78 0.12
C -5.98 -1.67 -1.62 -0.23
H 8.20 -3.33 -1.15 0.08
H 6.82 -3.41 1.72 0.09
C 0.33 1.44 1.75 0.00
H -7.05 -2.70 -0.06 0.12
H -3.71 0.17 2.74 0.13
C 8.63 -2.52 -0.56 -0.02
H -1.13 2.30 -1.19 0.11
H 9.43 -2.07 -1.12 0.08
H 9.03 -2.94 0.36 0.08
C -6.06 -2.27 -0.21 -0.06
H -2.98 2.52 -0.14 0.15
O 3.65 3.04 -1.27 0.06
C 7.59 -1.50 -0.26 -0.28
H -2.65 -1.03 1.02 0.13
H -3.58 -1.75 -0.31 0.11
H -2.32 0.25 -1.09 0.12
H -4.07 0.57 -1.16 0.11


## B
60
Properties=species:S:1:pos:R:3:lowdin_charge:R:1 method="wB97M-V/def2-TZVPD" e_homo_ev=-7.94 charge=0 lumo_ev=-0.1
H 1.12 1.87 4.33 0.13
C -1.09 0.93 -3.45 -0.24
H -1.52 -1.21 3.47 0.12
O 2.19 1.70 -3.71 0.04
H -2.51 -0.67 5.37 0.11
H -0.22 -0.55 6.15 0.08
C 1.60 -0.31 0.67 -0.21
H 0.07 2.05 -4.85 0.07
O -1.49 -2.37 -1.80 -0.04
H -0.88 0.75 -5.57 0.08
N 2.03 0.52 -3.43 -0.33
H -1.44 1.81 -0.21 0.11
N 1.46 -0.58 2.01 -0.08
C 1.93 0.16 -2.09 -0.11
H 0.80 -3.71 -1.28 0.11
C 1.55 -1.14 -1.64 -0.18
C -1.14 1.76 -2.32 -0.25
C -1.35 1.06 4.75 -0.18
H 1.12 -2.30 0.09 0.10
H -0.95 -3.02 -3.71 0.11
H 0.02 -2.08 1.75 0.11
H -1.70 3.68 -3.09 0.08
H 0.81 -2.03 3.34 0.13
C -0.75 -0.56 3.05 -0.15
H 0.37 1.83 2.71 0.13
C 2.01 0.95 0.20 -0.02
H 2.27 -0.27 3.87 0.13
C -1.37 1.18 -1.08 -0.04
H 2.73 0.94 2.67 0.12
H -1.29 -4.24 -2.46 0.13
H -1.67 2.25 -5.03 0.08
C 2.15 1.17 -1.14 0.01
N -0.27 0.34 4.09 -0.19
H 0.03 3.44 -2.89 0.08
C 0.69 -3.38 -2.32 -0.14
H -2.67 0.74 6.43 0.12
H -2.12 1.40 4.05 0.13
C 0.76 1.21 3.54 -0.16
H -1.68 -0.64 0.02 0.10
H 1.50 -1.85 -3.50 0.11
N 1.39 -2.15 -2.53 0.06
O -0.98 -0.31 6.71 -0.07
C -1.20 -0.44 -3.30 0.01
H -0.99 3.72 -1.47 0.08
C 1.39 -1.32 -0.26 0.03
C -1.97 0.17 5.83 -0.26
C 1.91 0.34 3.03 -0.14
H -0.91 1.94 5.24 0.12
H 1.13 -4.14 -2.97 0.13
C -1.50 -0.19 -0.94 -0.02
C 0.41 -1.42 2.52 -0.12
O 1.96 -0.35 -4.31 0.04
C -0.82 -3.28 -2.65 -0.17
C -0.88 1.52 -4.81 -0.04
H 2.43 2.15 -1.51 0.12
H -1.13 -1.05 -4.19 0.11
C -1.38 -1.02 -2.05 -0.27
H -1.18 0.01 2.21 0.12
C -0.94 3.24 -2.45 -0.04
H 2.17 1.77 0.88 0.10


A is the most stable structure; the next one sits 292.5 kJ/mol above it.


## A
17
Properties=species:S:1:pos:R:3:lowdin_charge:R:1 method="wB97M-V/def2-TZVPD" e_homo_ev=-3.26 charge=-1 lumo_ev=3.9
H -2.10 0.38 -1.66 0.06
C 1.62 1.47 1.89 -0.47
H 1.84 1.97 -0.01 0.07
N -1.51 -1.55 -1.18 -0.14
C -2.05 -0.26 -0.78 -0.19
H 0.19 -2.44 -1.95 0.08
O 0.74 -0.89 -0.72 -0.33
H 1.12 0.35 0.14 0.03
C -0.10 -1.41 -1.63 -0.53
N 1.31 0.65 2.83 0.01
H -1.42 0.25 -0.04 0.06
H -0.18 -0.79 -2.57 0.08
H -1.45 -2.13 -0.35 0.07
H 1.56 1.06 3.72 -0.01
H 2.09 2.43 2.12 0.09
H -3.07 -0.37 -0.39 0.05
N 1.40 1.29 0.58 0.07


## B
17
Properties=species:S:1:pos:R:3:lowdin_charge:R:1 method="wB97M-V/def2-TZVPD" e_homo_ev=-3.50 charge=-1 lumo_ev=4.0
H 3.24 1.25 -1.47 0.08
C 2.38 0.62 -1.24 -0.45
H -2.19 1.58 0.55 0.07
H -0.55 -1.25 2.30 0.05
N -2.19 -0.53 1.11 -0.13
H -1.54 -2.56 1.50 0.05
H 1.40 2.32 -0.90 0.05
C -1.07 -1.57 1.37 -0.15
H -0.66 0.98 1.05 0.07
C -1.52 0.70 0.45 -0.48
N 2.39 -0.64 -1.42 0.00
H 3.31 -0.98 -1.75 0.00
N 1.26 1.31 -0.81 0.02
H 0.19 0.89 -0.85 0.03
O -1.18 0.42 -0.85 -0.33
H -2.88 -0.92 0.47 0.05
H -0.38 -1.59 0.49 0.06


## C
17
Properties=species:S:1:pos:R:3:lowdin_charge:R:1 method="wB97M-V/def2-TZVPD" e_homo_ev="-1.80 / -1.79" charge=-1 lumo_ev="4.2 / 4.2"
H -2.42 -0.68 -1.66 0.06
H -0.53 -2.30 1.04 0.06
H 2.56 2.14 0.75 0.04
H 0.30 -0.77 1.40 0.06
H 0.86 2.27 1.34 0.04
C 1.61 1.60 0.89 -0.36
N -0.75 0.59 0.43 -0.18
N -1.08 -0.66 0.01 -0.27
H 1.19 1.53 -1.10 -0.01
N 1.24 0.93 -0.27 -0.16
C -1.45 -1.04 -1.32 -0.10
H -1.41 -2.07 -1.55 0.05
O -1.67 1.49 0.09 -0.25
H 1.72 0.75 1.54 0.03
H -0.87 -0.62 -2.15 0.08
C -0.04 -1.44 0.62 -0.14
H 0.75 -1.72 -0.06 0.06


A is the most stable structure; the next one sits 34.7 kJ/mol above it.